a) Here is a gas-phase ion, CH6N3O (charge +1) from the OMol25 dataset. Energies are from the ωB97M-V functional and the def2-TZVPD basis.

Each line ends with the Löwdin charge.
Atoms and positions in Å:
C1 0.34116 -0.38882 0.14665  -0.34
N1 -1.90940 -0.19308 0.06055  0.06
N2 1.53277 -0.96176 0.03789  0.25
N3 0.26627 0.96674 0.16374  0.17
O1 -0.85028 -1.06963 0.04175  0.01
H1 -2.73595 -0.62157 -0.38916  0.15
H2 1.79283 -1.92237 0.07918  0.14
H3 2.37286 -0.43346 0.16098  0.14
H4 -1.60912 0.47355 -0.63273  0.08
H5 1.09892 1.68528 0.13453  0.21
H6 -0.64694 1.30215 0.52643  0.13

Output
Charge: +1
LUMO energy: -0.1318 Eh
SMILES string: NOC(N)=[NH2+]
HOMO-LUMO gap: 11.55 eV

=====

b) Here is a gas-phase ion, CH6N3O (charge +1) from the OMol25 dataset. Energies are from the ωB97M-V functional and the def2-TZVPD basis.

Each line ends with the Löwdin charge.
Atoms and positions in Å:
C1 0.21264 0.03635 -0.31122  -0.34
N1 0.86314 1.11392 -0.72925  0.19
N2 0.05545 -1.13535 -0.86837  0.26
N3 -0.44484 0.26428 0.97399  0.05
O1 -1.16170 -0.89450 1.47379  0.01
H1 1.29899 1.35175 -1.68006  0.19
H2 1.14364 1.81985 -0.02097  0.15
H3 0.35814 -1.20263 -1.81034  0.14
H4 -0.43171 -1.84590 -0.38283  0.13
H5 0.01728 0.85024 1.53443  0.09
H6 -1.91102 -0.35803 1.82083  0.14

Output
Charge: +1
LUMO energy: -0.1246 Eh
SMILES string: NC(N)=[NH+]O
HOMO-LUMO gap: 11.65 eV

=====

c) Here is a molecular structure, CH6N3O from the OMol25 dataset. Energies are from the ωB97M-V functional and the def2-TZVPD basis.

Each line ends with the Löwdin charge.
Atoms and positions in Å:
C1 1.07896 -0.00983 -0.14440  -0.16
N1 0.20614 0.95386 0.48697  0.04
N2 0.45927 -1.33336 0.21726  0.19
N3 -1.03230 0.49341 -0.07822  -0.07
O1 -1.19087 -0.80185 0.11913  -0.05
H1 0.93954 0.17545 -1.25185  0.15
H2 1.97701 0.00755 0.38364  0.13
H3 0.10542 0.99629 1.55871  0.20
H4 0.39965 -2.06007 -0.45692  0.10
H5 -1.96023 0.89841 0.30169  0.26
H6 -0.98260 0.68014 -1.13601  0.22

Output
Charge: +1
LUMO energy: -0.1791 Eh
HOMO-LUMO gap: 10.82 eV

=====

Tell me which of them is the least stable. Sure, it is c).

=====

a) Here is a single C5H3NO molecule from the OMol25 dataset. Energies are from the ωB97M-V functional and the def2-TZVPD basis.

Each line ends with the Löwdin charge.
Atoms and positions in Å:
C1 -3.13379 0.59878 -0.03990  0.17
C2 -2.02373 0.03445 0.01153  -0.13
C3 1.92111 0.58102 0.09270  -0.39
C4 1.45584 -0.84115 -0.04409  -0.07
C5 -0.81348 -0.34984 0.25579  -0.05
N1 1.21527 1.57729 0.04020  0.13
O1 0.17911 -1.08362 0.15592  0.05
H1 -4.08656 0.68195 -0.47675  0.02
H2 3.07554 0.47952 0.22369  0.12
H3 2.21069 -1.67841 -0.21910  0.14

Output
Charge: 0
LUMO energy (spin up / spin down): -0.0529 / -0.0586 Eh
HOMO-LUMO gap (spin up / spin down): 6.48 / 6.08 eV

=====

b) Here is 2 unconnected molecules or ions with the total composition C5H3NO from the OMol25 dataset. Energies are from the ωB97M-V functional and the def2-TZVPD basis.

Each line ends with the Löwdin charge.
Atoms and positions in Å:
N1 -2.57799 -0.87459 0.47953  0.14
C1 -1.59771 -0.96616 -0.13449  -0.27
C2 -0.46732 -1.16489 -0.96628  -0.08
C3 0.78971 -0.77663 -0.79285  -0.18
O1 1.92490 -0.55119 -0.80597  0.20
C4 1.14130 1.66266 0.89441  0.00
C5 0.00554 1.44772 1.22945  0.00
H1 -0.57822 -1.76927 -1.85906  0.12
H2 2.14945 1.82797 0.57944  0.03
H3 -1.00449 1.24936 1.52064  0.02

Output
Charge: 0
LUMO energy: 0.0033 Eh
SMILES string: N#CC=C=O.C#C
HOMO-LUMO gap: 10.04 eV

=====

c) Here is 2 unconnected molecules or ions with the total composition C5H3NO from the OMol25 dataset. Energies are from the ωB97M-V functional and the def2-TZVPD basis.

Each line ends with the Löwdin charge.
Atoms and positions in Å:
C1 2.59346 0.15270 0.07770  0.12
C2 1.50995 0.67844 0.11463  -0.18
C3 0.25560 1.26387 0.15441  -0.17
C4 -0.84441 1.75750 0.18741  0.14
O1 -2.85694 -0.60151 -0.10349  0.00
N1 -1.80911 -1.19361 -0.17365  -0.22
C5 -0.79990 -1.75512 -0.23875  0.14
H1 3.56393 -0.29529 0.04774  0.04
H2 -1.83718 2.15099 0.21145  0.05
H3 0.17208 -2.18646 -0.29497  0.08

Output
Charge: 0
LUMO energy: 0.0291 Eh
SMILES string: C#[N+][O-].C#CC#C
HOMO-LUMO gap: 10.72 eV

=====

d) Here is a molecular structure, C5H3NO from the OMol25 dataset. Energies are from the ωB97M-V functional and the def2-TZVPD basis.

Each line ends with the Löwdin charge.
Atoms and positions in Å:
C1 -1.66098 -0.81574 0.04201  -0.24
C2 1.09411 0.46641 -0.81421  -0.04
C3 1.11399 -0.62980 -0.12264  0.13
C4 -0.04471 1.07731 -0.06490  -0.43
C5 -0.62487 -0.11371 0.68582  -0.06
N1 -2.52368 -1.43625 -0.42668  0.16
O1 -0.19721 2.24730 0.20101  0.11
H1 1.91631 0.83097 -1.57086  0.16
H2 1.56946 -1.49885 0.30962  0.09
H3 -0.64242 -0.12764 1.76083  0.13

Output
Charge: 0
LUMO energy: 0.0040 Eh
HOMO-LUMO gap: 10.48 eV

=====

Tell me which of them is the least stable. Sure, it is a).

=====

a) Here is 2 unconnected molecules or ions with the total composition C7H10N2 from the OMol25 dataset. Energies are from the ωB97M-V functional and the def2-TZVPD basis.

Each line ends with the Löwdin charge.
Atoms and positions in Å:
C1 -1.38518 1.20488 -0.02318  -0.15
C2 -1.68417 -0.26175 -0.26559  -0.18
C3 -0.69710 -1.13983 0.63768  -0.14
C4 0.55062 -1.24695 -0.27245  -0.18
C5 1.89272 -1.04380 -0.27860  -0.17
C6 0.20400 1.06208 -0.01749  -0.33
C7 0.27898 -0.11343 0.77093  -0.30
H1 -1.73805 1.74504 -1.02216  0.14
H2 -1.80318 1.84646 0.88045  0.14
H3 -1.06752 -0.50282 -1.23389  0.08
H4 -2.95611 -0.86134 -0.65919  0.22
H5 -1.35987 -1.69351 1.39150  0.16
H6 0.15161 -1.24014 -1.34181  0.15
H7 2.72456 -1.81301 -0.19078  0.12
H8 1.98722 1.67262 1.04992  0.14
H9 0.08712 0.81864 -1.02044  0.09
H10 0.74430 -0.22249 1.63987  0.12
N1 2.45925 0.18441 -0.03446  0.05
N2 1.61080 1.60494 -0.01031  0.05

Output
Charge: 0
LUMO energy: 0.0234 Eh
HOMO-LUMO gap: 8.84 eV

=====

b) Here is a single C7H10N2 molecule from the OMol25 dataset. Energies are from the ωB97M-V functional and the def2-TZVPD basis.

Each line ends with the Löwdin charge.
Atoms and positions in Å:
C1 1.99426 -0.90311 1.43640  -0.06
C2 0.04126 0.15866 -1.51079  -0.27
C3 0.99831 -0.45209 0.42112  -0.26
N1 -0.55225 0.08386 -2.68250  0.17
C4 -0.56855 1.31413 -0.43925  -0.38
C5 -0.26114 0.43144 0.91593  -0.25
C6 -1.02338 -0.72736 1.20044  0.07
N2 -1.79689 1.77498 -0.67944  0.05
C7 1.05328 -0.52910 -0.92648  0.01
H1 -1.25962 0.78142 -2.89030  0.11
H2 -0.35769 -0.66832 -3.32527  0.12
H3 -2.47665 1.01915 -0.54541  0.03
H4 0.18123 2.11470 -0.46231  0.13
H5 -0.05507 1.05938 1.78207  0.13
H6 1.83716 -1.95353 1.69247  0.08
H7 3.00016 -0.80834 1.02565  0.08
H8 1.92525 -0.32710 2.36106  0.08
H9 -1.37023 -1.38556 0.41436  0.08
H10 -1.30944 -0.98321 2.21224  0.07

Output
Charge: 0
LUMO energy (spin up / spin down): -0.0177 / -0.0347 Eh
HOMO-LUMO gap (spin up / spin down): 7.14 / 6.39 eV

=====

Tell me which of them is the least stable. Sure, it is a).

=====

a) Here is a molecular structure, C47H40ClN2O3P3S2Y from the OMol25 dataset. Energies are from the ωB97M-V functional and the def2-TZVPD basis.

Each line ends with the Löwdin charge.
Atoms and positions in Å:
Y1 -0.02044 0.22188 0.43815  1.13
S1 -2.75630 1.41299 -1.78509  0.26
P1 -0.89493 1.27803 -2.54054  0.36
C1 0.09046 0.03916 -1.96213  -0.68
P2 -0.28658 -1.57923 -2.19005  0.37
S2 -0.42684 -2.61004 -0.43536  0.18
C2 -1.78158 -1.91003 -3.18243  -0.34
C3 -2.99368 -2.21210 -2.57433  -0.12
C4 -4.13642 -2.38253 -3.33466  -0.09
C5 -4.08081 -2.25207 -4.71528  -0.09
C6 -2.87589 -1.94964 -5.33125  -0.09
C7 -1.73256 -1.78078 -4.56752  -0.09
C8 0.99597 -2.41613 -3.18544  -0.34
C9 0.83768 -3.74263 -3.58064  -0.10
C10 1.82411 -4.37556 -4.31353  -0.09
C11 2.98637 -3.68985 -4.64977  -0.10
C12 3.15528 -2.37622 -4.24739  -0.09
C13 2.16036 -1.74053 -3.51615  -0.09
C14 -0.98421 1.33181 -4.36795  -0.33
C15 0.18898 1.12990 -5.09193  -0.09
C16 0.16396 1.10867 -6.47463  -0.09
C17 -1.04031 1.28860 -7.14675  -0.10
C18 -2.20786 1.49628 -6.42964  -0.10
C19 -2.18065 1.51843 -5.04291  -0.11
C20 -0.04973 2.85068 -2.18075  -0.35
C21 1.29823 2.86474 -1.84541  -0.10
C22 1.93422 4.05918 -1.53401  -0.08
C23 1.22938 5.24863 -1.58780  -0.09
C24 -0.11567 5.24213 -1.94298  -0.09
C25 -0.75524 4.05050 -2.22602  -0.11
H1 -3.03124 -2.31832 -1.49758  0.07
H2 -5.07625 -2.61067 -2.84799  0.10
H3 -4.97810 -2.38038 -5.30841  0.09
H4 -2.82233 -1.83377 -6.40652  0.10
H5 -0.80181 -1.52663 -5.05973  0.11
H6 -0.06469 -4.27795 -3.30933  0.11
H7 1.69207 -5.40469 -4.62288  0.10
H8 3.76116 -4.18516 -5.22286  0.09
H9 4.06176 -1.84150 -4.50170  0.10
H10 2.26747 -0.71396 -3.18348  0.08
H11 1.11914 0.97203 -4.55905  0.10
H12 1.07838 0.94294 -7.03124  0.10
H13 -1.06534 1.26428 -8.22942  0.09
H14 -3.14681 1.63023 -6.95366  0.10
H15 -3.09000 1.65053 -4.46939  0.06
H16 1.83965 1.92869 -1.78707  0.09
H17 2.96656 4.04311 -1.21248  0.11
H18 1.71691 6.17964 -1.32795  0.10
H19 -0.67509 6.16920 -1.96939  0.10
H20 -1.81504 4.03703 -2.44867  0.08
N1 -2.32726 -0.30289 1.20431  -0.08
C26 -2.81961 0.63806 2.21578  -0.17
C27 -1.94880 1.89898 2.35115  -0.58
O1 -2.23103 2.67448 3.27980  -0.04
N2 -0.98049 2.01314 1.45432  -0.08
C28 -0.10446 3.16531 1.54963  -0.13
C29 1.38178 2.77607 1.46859  -0.65
O2 2.25217 3.58653 1.73932  0.03
O3 1.60707 1.55478 1.07941  -0.25
H21 -2.70812 -0.03545 0.28868  -0.02
H22 -2.62020 -1.25195 1.38671  0.06
H23 -2.83640 0.15160 3.19443  0.10
H24 -3.83685 0.98536 2.00998  0.12
H25 -0.27797 3.73502 2.46442  0.11
H26 -0.28126 3.84827 0.70747  0.12
Cl1 2.51748 -1.51162 0.92186  0.69
C30 2.69692 -2.18907 2.52482  -0.60
C31 3.65705 -3.18812 2.65367  -0.11
C32 3.85566 -3.78510 3.88417  -0.08
C33 3.09934 -3.39106 4.98097  -0.08
C34 2.15078 -2.40059 4.83344  -0.08
C35 1.92381 -1.77503 3.60309  -0.38
P3 0.67380 -0.45782 3.44440  1.08
C36 -0.65205 -1.12641 4.49278  -0.38
C37 -1.32638 -2.23701 3.98195  -0.11
C38 -2.39133 -2.78802 4.67079  -0.08
C39 -2.81000 -2.22395 5.87051  -0.09
C40 -2.14914 -1.11939 6.38031  -0.08
C41 -1.06913 -0.57336 5.69819  -0.08
C42 1.43416 0.92244 4.32975  -0.35
C43 0.62476 1.98722 4.72604  -0.11
C44 1.19619 3.11378 5.29309  -0.07
C45 2.57059 3.20011 5.44892  -0.08
C46 3.37759 2.15036 5.04293  -0.08
C47 2.81451 1.01207 4.48968  -0.07
H27 4.22951 -3.48745 1.78807  0.10
H28 4.59962 -4.56421 3.98602  0.10
H29 3.24933 -3.85691 5.94574  0.10
H30 1.55639 -2.09060 5.68387  0.11
H31 -1.01791 -2.66968 3.03417  0.10
H32 -2.90515 -3.64995 4.26429  0.10
H33 -3.65540 -2.64377 6.40092  0.10
H34 -2.47274 -0.66947 7.31013  0.10
H35 -0.56107 0.29350 6.09897  0.10
H36 -0.44824 1.97176 4.56891  0.09
H37 0.55465 3.93674 5.57965  0.11
H38 3.01384 4.09578 5.86401  0.10
H39 4.45326 2.22174 5.13900  0.10
H40 3.45902 0.20681 4.16388  0.10

Output
Charge: -1
LUMO energy: 0.0841 Eh
HOMO-LUMO gap: 6.90 eV

=====

b) Here is a molecular structure, C47H40ClN2O3P3S2Y from the OMol25 dataset. Energies are from the ωB97M-V functional and the def2-TZVPD basis.

Each line ends with the Löwdin charge.
Atoms and positions in Å:
Y1 0.12829 1.16761 -1.70013  1.12
S1 0.62515 3.73363 -0.43923  0.28
P1 0.04904 2.57399 1.12225  0.40
C1 -0.14909 0.93481 0.64802  -0.69
P2 0.47985 -0.32743 1.63066  0.39
S2 0.02130 -2.22173 1.16607  0.33
C2 2.33534 -0.33263 1.69432  -0.32
C3 3.10244 0.37584 2.62033  -0.10
C4 4.49618 0.36821 2.56704  -0.08
C5 5.15099 -0.34186 1.57315  -0.10
C6 4.40289 -1.06683 0.64955  -0.10
C7 3.01532 -1.07542 0.72304  -0.15
C8 -0.06761 -0.18527 3.38100  -0.35
C9 -1.36208 0.29110 3.60352  -0.11
C10 -1.87784 0.38715 4.89044  -0.09
C11 -1.10405 -0.00088 5.98079  -0.10
C12 0.17096 -0.51338 5.76641  -0.09
C13 0.67957 -0.61376 4.47493  -0.09
C14 1.17516 2.99210 2.53098  -0.34
C15 0.81842 2.83139 3.87196  -0.10
C16 1.71400 3.13392 4.89157  -0.08
C17 2.98127 3.61563 4.58684  -0.10
C18 3.34009 3.80860 3.25935  -0.09
C19 2.44049 3.50514 2.24442  -0.12
C20 -1.55444 3.27635 1.72076  -0.33
C21 -2.76876 2.70762 1.33907  -0.10
C22 -3.97768 3.28227 1.71797  -0.08
C23 -3.99147 4.43447 2.49668  -0.10
C24 -2.78860 5.01042 2.88378  -0.09
C25 -1.58505 4.43664 2.49057  -0.09
H1 2.62469 0.93805 3.41099  0.08
H2 5.06147 0.92956 3.30262  0.10
H3 6.23382 -0.34158 1.52526  0.10
H4 4.90316 -1.64053 -0.12241  0.10
H5 2.43783 -1.68306 0.03262  0.06
H6 -1.95366 0.61389 2.75512  0.08
H7 -2.87967 0.77362 5.04172  0.10
H8 -1.49591 0.08479 6.98769  0.09
H9 0.77317 -0.84141 6.60597  0.10
H10 1.66888 -1.03128 4.32574  0.10
H11 -0.16446 2.46246 4.13560  0.09
H12 1.41577 2.98893 5.92290  0.10
H13 3.67966 3.84782 5.38311  0.10
H14 4.32148 4.19487 3.01029  0.10
H15 2.71619 3.66572 1.20996  0.06
H16 -2.75748 1.79242 0.75614  0.08
H17 -4.91042 2.82764 1.40344  0.10
H18 -4.93200 4.88062 2.79760  0.09
H19 -2.78516 5.91169 3.48561  0.10
H20 -0.65651 4.91238 2.78453  0.11
N1 2.65522 1.21329 -1.49540  -0.03
C26 3.20313 0.23950 -2.46660  -0.17
C27 2.46286 0.38006 -3.78863  -0.59
O1 3.10632 0.37910 -4.84157  0.00
N2 1.12935 0.50745 -3.63742  -0.10
C28 0.38292 0.93833 -4.82620  -0.13
C29 -0.70376 1.96203 -4.47627  -0.66
O2 -1.55602 2.24192 -5.29854  0.03
O3 -0.61708 2.46305 -3.26210  -0.28
H21 2.87995 2.15877 -1.78894  0.08
H22 3.04795 1.08194 -0.56863  0.06
H23 3.03418 -0.76206 -2.06402  0.09
H24 4.26418 0.35209 -2.67264  0.11
H25 -0.08668 0.11088 -5.35965  0.11
H26 1.05482 1.41788 -5.53975  0.12
Cl1 -2.81935 0.60547 -2.40670  0.74
C30 -2.50785 -0.52398 -3.74602  -0.59
C31 -3.16447 -0.27110 -4.93261  -0.11
C32 -2.92814 -1.11638 -6.00189  -0.07
C33 -2.04726 -2.18219 -5.86373  -0.08
C34 -1.39806 -2.40679 -4.65648  -0.08
C35 -1.61099 -1.57043 -3.56257  -0.38
P3 -0.86149 -1.73028 -1.86806  1.00
C36 -2.39046 -2.43803 -1.10379  -0.40
C37 -2.97837 -3.58224 -1.63270  -0.10
C38 -4.16547 -4.08703 -1.11060  -0.09
C39 -4.79247 -3.42362 -0.06490  -0.10
C40 -4.22767 -2.26299 0.45255  -0.08
C41 -3.03122 -1.77797 -0.05749  -0.15
C42 0.28136 -3.14422 -2.10581  -0.39
C43 1.34844 -2.97660 -2.99109  -0.12
C44 2.29503 -3.98193 -3.15912  -0.08
C45 2.19010 -5.16535 -2.43695  -0.10
C46 1.13504 -5.33526 -1.54901  -0.08
C47 0.18959 -4.33005 -1.38330  -0.13
H27 -3.79699 0.60079 -5.02224  0.11
H28 -3.41595 -0.91921 -6.94775  0.11
H29 -1.85477 -2.83577 -6.70544  0.10
H30 -0.70993 -3.23827 -4.56563  0.10
H31 -2.51084 -4.09205 -2.46896  0.11
H32 -4.59954 -4.98925 -1.52456  0.10
H33 -5.72056 -3.80739 0.34250  0.10
H34 -4.71309 -1.73947 1.26747  0.10
H35 -2.57099 -0.89131 0.35945  0.06
H36 1.43277 -2.05732 -3.56210  0.09
H37 3.11285 -3.83217 -3.85408  0.10
H38 2.93011 -5.94810 -2.55905  0.10
H39 1.05256 -6.24770 -0.97015  0.10
H40 -0.61019 -4.46028 -0.66338  0.08

Output
Charge: -1
LUMO energy: 0.0887 Eh
HOMO-LUMO gap: 7.38 eV

=====

Tell me which of them is the least stable. Sure, it is b).